C12H30B4F2N4O8 | ωB97M-V with the def2-TZVPD basis set

Structure (XYZ):
```
60
Properties=species:S:1:pos:R:3:forces:R:3:mulliken_charge:R:1
N -1.692 -4.084 3.547 -1.05 0.89 -1.05 -0.666
B -1.997 -2.818 2.755 3.26 -0.11 0.31 -0.006
O -0.869 -1.985 2.273 -2.38 -2.29 -0.93 -0.430
B -3.541 -2.269 2.428 -1.51 1.08 -1.25 0.513
O -3.706 -1.275 1.308 -2.85 -0.26 4.52 -0.311
B -4.902 -0.484 1.771 0.05 -0.77 -1.54 0.612
C -4.846 1.072 2.300 -0.27 0.51 0.24 -0.502
C -6.285 1.863 2.256 0.13 1.02 0.53 -0.125
F -6.248 2.858 1.121 -0.15 -2.32 2.18 -0.340
O -6.187 -1.234 1.771 3.50 -1.46 3.63 -0.395
B -5.965 -2.294 2.812 0.31 0.83 -1.03 0.211
C -7.380 -2.965 3.414 -3.73 2.01 3.14 0.439
O -8.185 -2.315 4.259 4.94 -4.43 -5.03 -0.540
N -7.690 -4.373 2.863 0.76 2.60 -1.86 -0.310
C -7.657 -4.147 1.337 -5.12 4.43 -4.22 0.501
O -8.558 -3.315 0.744 6.73 -6.28 4.15 -0.400
F -6.647 -4.750 0.429 -2.90 1.57 3.78 -0.215
O -4.644 -2.753 3.281 -1.79 2.63 -3.07 -0.261
H -2.351 -4.211 4.355 0.61 -0.18 -1.44 0.277
H -1.789 -4.886 2.855 0.28 1.06 1.45 0.272
H -1.035 -1.763 1.307 0.16 0.22 1.74 0.287
H -4.070 1.727 1.719 -1.38 -1.30 1.14 0.305
H -4.478 1.021 3.435 -0.73 0.14 -2.33 0.295
H -7.222 1.166 2.154 1.95 1.39 -0.22 0.176
H -6.445 2.532 3.229 0.49 -1.46 -2.24 0.246
H -8.637 -4.691 3.170 0.80 0.51 -0.68 0.354
C 3.287 1.447 0.710 0.29 0.24 0.21 -1.368
C 2.630 0.190 1.276 -0.33 0.21 -0.38 0.350
C 2.416 -0.922 0.223 -0.24 -0.13 0.26 -0.687
O 1.315 -0.691 -0.662 0.47 -0.20 0.19 -0.394
C 1.606 0.178 -1.745 -0.29 -0.10 -0.07 -0.688
N 1.365 0.564 1.928 -0.08 -0.35 -0.13 -0.762
H 2.592 2.061 0.130 0.05 -0.20 0.03 0.208
H 3.660 2.079 1.527 -0.15 -0.18 -0.12 0.447
H 4.137 1.191 0.071 -0.15 0.02 0.04 0.274
H 3.305 -0.209 2.041 -0.11 -0.11 -0.05 0.409
H 2.174 -1.849 0.758 -0.11 0.15 -0.08 0.347
H 3.333 -1.123 -0.343 0.00 0.17 -0.11 0.420
H 2.634 0.065 -2.102 -0.07 0.15 0.16 0.264
H 1.413 1.212 -1.455 0.24 0.10 -0.14 0.242
H 0.927 -0.065 -2.568 0.00 -0.09 0.13 0.321
H 0.980 -0.261 2.390 0.05 0.17 0.03 0.247
H 0.689 0.765 1.186 0.24 0.04 0.22 0.341
C 4.457 1.435 -4.706 -0.28 -0.19 -0.15 -1.491
C 4.466 2.609 -3.731 0.48 -0.23 0.05 0.107
C 5.695 3.535 -3.890 -0.07 0.09 0.36 -0.686
O 6.904 3.008 -3.336 -0.36 0.21 -0.51 -0.382
C 7.581 2.086 -4.176 0.16 -0.03 0.37 -0.636
N 4.357 2.091 -2.358 0.28 0.34 -0.08 -0.385
H 5.154 0.642 -4.419 -0.04 0.18 0.01 0.300
H 3.458 0.979 -4.741 0.23 0.12 0.05 0.336
H 4.709 1.764 -5.719 -0.01 -0.04 0.08 0.396
H 3.574 3.210 -3.942 0.11 0.07 0.08 0.381
H 5.494 4.459 -3.333 0.11 -0.17 0.03 0.346
H 5.843 3.831 -4.935 0.05 -0.16 -0.06 0.434
H 7.481 2.341 -5.235 -0.09 -0.03 0.03 0.295
H 7.217 1.075 -3.989 0.02 -0.08 -0.24 0.222
H 8.644 2.106 -3.916 -0.15 0.10 0.02 0.257
H 4.263 2.881 -1.718 -0.10 -0.18 -0.07 0.257
H 5.265 1.687 -2.113 -0.25 0.06 -0.10 0.292
```
Positions in Å, forces in eV/Å.

The HOMO-LUMO gap is 7.7 eV. Its SMILES is NB(O)B1OB(CCF)OB(C(=O)NC(=O)F)O1.COC[C@@H](C)N.COC[C@@H](C)N. For the HOMO energy, the calculation gives -8.9667 eV. Its spin multiplicity is 1. As for the largest force on an atom: 10.10 eV/A. Its LUMO energy is -0.045 Eh. The calculation puts the electronic energy at -1595.40131 Eh.



C31H30FeIN9S | ωB97M-V with the def2-TZVPD basis set

Structure (XYZ):
```
73
Properties=species:S:1:pos:R:3:forces:R:3:mulliken_spin:R:1
Fe 1.123 1.028 -0.178 0.09 -0.01 -0.09 3.808
C 2.910 -1.835 4.405 0.00 -0.02 -0.02 0.005
C 2.440 -2.467 3.263 0.00 0.00 0.00 -0.004
C 1.613 -1.792 2.375 -0.04 0.04 0.03 0.001
C 1.249 -0.466 2.607 0.00 -0.09 -0.02 0.003
C 1.726 0.161 3.761 0.03 -0.02 -0.02 -0.001
C 2.543 -0.519 4.651 -0.02 0.04 0.00 -0.003
N 0.457 0.247 1.681 -0.04 0.22 0.04 0.055
C -0.737 0.698 2.079 0.07 -0.23 0.08 -0.008
C -1.466 0.208 3.211 0.02 -0.03 0.01 0.003
C -2.735 0.646 3.477 0.01 0.01 0.03 0.002
C -3.382 1.607 2.670 0.02 0.01 -0.02 0.003
C -2.690 2.155 1.621 -0.09 -0.01 0.04 -0.001
C -1.386 1.727 1.336 0.06 0.21 -0.13 0.012
N -0.562 2.340 0.409 -0.16 0.12 0.06 0.017
N -0.906 3.443 -0.076 0.07 -0.03 -0.09 0.003
C 0.133 4.040 -0.844 -0.19 -0.22 0.16 -0.003
C -0.191 5.124 -1.649 0.05 0.04 -0.03 -0.001
C 0.831 5.734 -2.355 -0.07 -0.01 0.03 0.000
C 2.126 5.254 -2.215 0.07 -0.02 0.00 0.002
C 2.342 4.166 -1.384 -0.05 0.02 -0.01 0.001
N 1.365 3.563 -0.715 0.10 -0.04 -0.03 0.024
H 3.558 -2.361 5.095 -0.01 0.00 0.00 0.000
H 2.715 -3.495 3.059 0.00 0.01 0.00 0.000
H 1.236 -2.292 1.495 -0.01 -0.01 -0.03 0.001
H 1.460 1.195 3.942 -0.01 0.00 -0.01 -0.001
H 2.906 -0.012 5.537 0.00 0.00 -0.01 0.000
H -1.001 -0.540 3.839 -0.02 0.00 0.01 0.001
H -3.263 0.234 4.329 0.01 -0.01 0.00 0.000
H -4.393 1.919 2.896 0.01 0.00 -0.01 0.000
H -3.125 2.925 0.997 0.02 0.00 0.02 0.000
H -1.217 5.458 -1.702 0.01 0.00 0.00 0.000
H 0.623 6.578 -3.000 0.00 -0.01 0.00 0.000
H 2.956 5.712 -2.734 -0.01 0.00 0.00 0.000
H 3.334 3.749 -1.248 0.01 0.01 0.01 -0.001
S 3.680 1.120 -0.014 -0.07 -0.01 0.00 0.051
C 3.439 -0.565 -0.395 0.03 0.01 0.02 -0.001
C 4.448 -1.538 -0.426 -0.01 -0.02 0.00 0.002
C 4.114 -2.832 -0.763 0.02 0.02 0.01 -0.004
C 2.793 -3.150 -1.080 -0.01 0.01 -0.01 0.003
C 1.856 -2.139 -1.023 0.05 0.02 0.00 0.001
N 2.170 -0.890 -0.679 -0.08 -0.06 0.00 -0.005
H 5.462 -1.257 -0.179 -0.01 -0.01 0.01 -0.002
H 4.879 -3.599 -0.782 -0.01 0.00 -0.01 -0.001
H 2.504 -4.154 -1.358 0.00 0.01 0.00 0.000
H 0.808 -2.313 -1.244 0.02 0.00 0.00 0.001
I 0.383 1.277 -6.601 -0.01 0.00 -0.02 0.001
C 1.130 1.300 -4.685 0.03 0.06 0.06 -0.001
C 2.452 1.377 -4.304 0.03 0.06 -0.02 0.001
N 2.458 1.391 -2.962 0.10 -0.26 0.14 -0.005
N 1.226 1.297 -2.450 0.13 0.06 -0.07 0.018
C 0.403 1.256 -3.484 -0.06 0.01 0.04 0.006
H 3.360 1.428 -4.880 -0.03 -0.01 0.00 0.000
H 3.235 1.355 -2.288 -0.14 0.10 -0.12 -0.003
H -0.662 1.195 -3.332 0.04 -0.03 -0.01 0.000
N -0.868 -0.186 -1.036 -0.02 0.04 0.05 0.010
C -1.892 -0.701 -0.873 0.04 -0.16 -0.05 0.012
N -3.047 -1.291 -0.669 -0.05 0.13 0.02 -0.001
C -3.753 -1.975 -1.753 0.03 0.00 0.03 -0.001
C -3.730 -3.482 -1.530 0.03 0.00 0.00 0.000
C -4.252 -3.828 -0.136 -0.01 0.00 0.00 0.000
C -3.459 -3.092 0.944 0.03 0.00 -0.01 0.000
C -3.485 -1.590 0.701 0.00 0.05 -0.03 -0.001
H -3.289 -1.696 -2.698 0.01 0.00 -0.01 0.000
H -4.785 -1.610 -1.764 0.00 0.00 0.00 0.000
H -2.702 -3.840 -1.638 -0.01 0.00 0.00 0.000
H -4.327 -3.972 -2.302 -0.01 0.00 0.00 0.000
H -4.207 -4.905 0.027 0.01 -0.01 0.00 0.000
H -5.308 -3.543 -0.065 0.00 0.00 0.00 0.000
H -2.419 -3.434 0.939 0.00 0.00 0.00 0.000
H -3.862 -3.303 1.936 -0.01 0.00 0.00 0.000
H -2.845 -1.046 1.392 0.00 -0.03 -0.01 0.001
H -4.501 -1.200 0.818 -0.01 -0.01 -0.01 0.000
```
Positions in Å, forces in eV/Å.

The HOMO-LUMO gap (spin up / spin down) is 6.2 / 6.3 eV. Its expectation value of S² is 6.016. For the HOMO energy (spin up / spin down), the calculation gives -6.7108 / -6.7616 eV. Its spin multiplicity is 5. As for the largest force on an atom: 0.33 eV/A. Its LUMO energy (spin up / spin down) is -0.017 / -0.019 Eh. Its energy above the lowest of the compared OMol25 structures with the same formula, charge and spin is 0.000 eV. The calculation puts the electronic energy at -3651.72829 Eh.



C10H8BN6PtS2 | ωB97M-V with the def2-TZVPD basis set

Structure (XYZ):
```
28
Properties=species:S:1:pos:R:3:forces:R:3:mulliken_charge:R:1
Pt 0.248 -0.723 -0.112 -0.19 -0.04 0.61 0.502
S 1.920 -1.909 0.947 0.08 0.23 -0.42 -0.434
C 2.102 -2.561 -0.664 0.05 0.39 0.21 0.435
S 0.538 -2.604 -1.442 0.17 0.05 -0.08 -0.440
C 3.324 -2.739 -1.256 0.06 -0.49 -0.38 0.308
C 4.547 -2.400 -0.605 -0.10 -0.04 0.20 0.089
N 5.532 -2.105 -0.086 0.03 -0.03 -0.05 -0.517
C 3.432 -3.269 -2.581 -0.06 0.05 0.04 0.026
N 3.525 -3.714 -3.639 0.01 0.02 -0.01 -0.513
B -2.175 1.390 1.264 0.01 -0.06 0.05 0.054
N -2.394 0.599 -0.074 -0.13 0.23 -0.17 0.374
C -3.599 0.468 -0.635 0.04 0.06 -0.06 -0.287
C -3.455 -0.082 -1.898 0.01 0.01 0.00 -0.807
C -2.084 -0.265 -2.034 -0.01 0.03 -0.02 -0.295
N -1.456 0.155 -0.933 0.03 -0.39 -0.05 -0.340
N -0.663 1.634 1.553 0.02 0.11 -0.11 0.199
C -0.204 2.621 2.333 0.02 0.05 -0.06 -0.308
C 1.175 2.545 2.391 -0.01 0.01 0.00 -0.871
C 1.494 1.453 1.588 -0.02 -0.02 0.06 -0.090
N 0.376 0.918 1.100 -0.02 -0.05 0.18 -0.372
H -2.701 0.783 2.168 0.06 -0.07 0.00 -0.124
H -2.665 2.489 1.122 -0.05 -0.03 0.06 -0.122
H -4.477 0.805 -0.109 0.00 0.01 0.00 0.418
H -4.228 -0.317 -2.608 0.00 0.01 0.00 0.371
H -1.514 -0.694 -2.841 0.02 -0.03 0.02 0.475
H -0.894 3.317 2.779 -0.01 -0.01 0.00 0.408
H 1.849 3.190 2.927 0.00 0.00 0.00 0.362
H 2.447 1.014 1.345 0.00 -0.01 -0.01 0.500
```
Positions in Å, forces in eV/Å.

The charge is -1. The HOMO-LUMO gap is 7.9 eV. For the HOMO energy, the calculation gives -5.1100 eV. Its spin multiplicity is 1. As for the largest force on an atom: 0.64 eV/A. Its LUMO energy is 0.104 Eh. Its energy above the lowest of the compared OMol25 structures with the same formula, charge and spin is 0.000 eV. The calculation puts the electronic energy at -1655.11361 Eh.